The following is a quantum chemistry calculation of 15 unconnected molecules or ions with the total composition C60H163N13O17, from the OMol25 dataset.

Geometry as XYZ:
```
253
Properties=species:S:1:pos:R:3:forces:R:3:mulliken_charge:R:1
C -3.409309 -1.239834 0.430994 -0.79 -0.95 -1.13 -0.8078
O -2.087329 -1.176244 -0.063196 -0.64 1.01 0.32 -0.3370
C -1.192219 -0.734034 0.948834 0.82 0.24 -0.98 -0.5232
C 0.069741 -0.072954 0.272354 -1.81 -0.97 0.27 -0.5049
N 0.608221 -0.940604 -0.768336 1.54 -1.66 -0.20 -0.3915
C 1.469451 -2.088364 -0.340936 0.68 2.33 1.65 -0.3732
C 2.799711 -1.585564 0.283934 -1.08 0.43 -0.17 -0.5433
O 3.673521 -2.623724 0.365414 0.68 -3.21 -1.97 -0.3299
C 5.013021 -2.315054 0.523694 0.12 0.44 0.95 -0.7363
H -4.097499 -1.408714 -0.397246 0.30 -0.05 -0.49 0.2814
H -3.834009 -0.338394 0.872724 0.67 0.16 0.56 0.3121
H -3.550319 -2.144024 1.023144 0.08 0.22 0.72 0.2994
H -0.900749 -1.631984 1.493674 0.35 0.00 0.36 0.2207
H -1.671989 -0.057204 1.655824 -0.08 0.20 -0.07 0.5030
H 0.669511 0.173056 1.148614 0.84 -0.03 -0.51 0.2633
H -0.149679 0.818006 -0.315996 -0.53 0.37 0.75 0.2852
H -0.130259 -1.542524 -1.103646 -0.96 0.97 -0.53 0.2705
H 1.683311 -2.689714 -1.224516 -0.18 -0.27 0.38 0.4232
H 0.934541 -2.523194 0.503404 0.09 -1.27 -0.33 0.1638
H 2.689301 -1.331214 1.338074 -0.67 1.13 0.08 0.3048
H 3.184501 -0.761254 -0.316516 0.07 0.30 -0.01 0.3733
H 4.954321 -1.680604 1.408074 1.35 0.29 0.31 0.3598
H 5.528661 -1.816934 -0.297346 -0.49 0.46 -0.36 0.2646
H 5.603041 -3.218894 0.675514 -0.34 -0.11 0.41 0.2214
C 7.400111 8.416566 9.833564 -0.35 0.78 -0.58 -0.7017
O 6.632331 7.962486 8.711204 -0.95 -0.73 0.68 -0.3557
C 5.401271 7.261166 9.090314 0.40 -0.58 0.16 -0.6771
C 5.730731 5.803216 9.420574 0.37 0.82 0.59 -0.5288
N 6.199171 5.206706 8.194504 -0.19 -1.04 -0.63 -0.3460
C 6.978721 3.997716 8.503494 0.53 0.62 1.12 -0.6425
C 7.419601 3.075566 7.376834 -0.77 -0.06 0.28 -0.4374
O 7.914921 1.847716 7.962534 -0.14 0.94 0.03 -0.2888
C 7.939681 0.711226 7.142084 -0.73 -0.42 -0.74 -0.7203
H 8.193471 9.050816 9.438064 -0.13 0.05 -0.20 0.2586
H 7.922211 7.689736 10.455834 -0.45 -0.59 -0.11 0.2649
H 6.744521 9.045486 10.435864 0.12 -0.01 0.37 0.3134
H 4.699191 7.208206 8.258224 0.47 0.45 -0.47 0.3161
H 4.829471 7.741346 9.884394 0.48 0.34 0.34 0.3953
H 4.953801 5.260956 9.959504 -0.64 -0.06 -0.69 0.4634
H 6.511441 5.783686 10.180974 0.59 0.24 0.26 0.2975
H 6.823311 5.913796 7.833144 0.16 -0.01 -0.46 0.3001
H 6.410141 3.471256 9.270084 -0.04 -0.48 -0.27 0.3819
H 7.862901 4.366726 9.023264 0.50 -0.34 0.29 0.3184
H 8.139121 3.603866 6.751294 0.48 -0.30 -0.03 0.2608
H 6.531081 2.956416 6.756794 -0.10 -0.71 -0.21 0.2793
H 6.993971 0.592556 6.613264 -0.16 0.34 -0.43 0.3059
H 7.974941 -0.236254 7.679794 0.38 0.40 0.81 0.2755
H 8.754651 0.677046 6.419054 0.15 0.35 -0.09 0.2684
C 6.179361 -7.182344 -5.377706 -0.44 -0.28 0.16 -1.3359
C 5.896561 -6.839784 -3.896556 1.54 1.65 -1.44 0.4253
C 7.013571 -7.177034 -2.996986 1.65 -1.82 1.77 -0.8728
O 8.329501 -6.811804 -3.411836 0.82 0.49 1.66 -0.3005
C 9.253111 -6.711384 -2.252746 0.00 0.50 -1.68 -0.8639
N 5.714341 -5.368564 -3.904676 -1.33 -0.29 0.22 -0.6690
H 5.396591 -6.705854 -5.967876 -0.13 -0.28 -0.04 0.3858
H 6.203021 -8.255704 -5.565946 -0.12 -0.04 0.03 0.3622
H 7.114781 -6.779154 -5.765726 0.15 0.12 0.46 0.2667
H 5.093461 -7.448804 -3.481576 -0.72 0.64 -0.33 0.2817
H 7.025471 -8.243754 -2.773196 0.06 -0.81 -0.66 0.4019
H 6.824741 -6.880654 -1.965196 -0.18 1.15 0.07 0.4994
H 9.250631 -7.569814 -1.581046 -0.48 0.00 -0.04 0.3760
H 9.189631 -5.752834 -1.737716 -0.98 -0.08 0.36 0.3330
H 10.272891 -6.608554 -2.623686 -0.04 -0.54 -0.62 0.2484
H 5.539771 -4.985644 -2.986536 0.01 -0.07 0.14 0.2109
H 6.505021 -4.876074 -4.295016 0.21 -0.28 -0.08 0.2516
C 11.403371 -1.908954 -4.512536 -0.22 1.09 0.36 -1.5276
C 10.840441 -2.559194 -5.708286 0.84 -1.66 -0.54 0.2657
C 11.878831 -3.567354 -6.265056 -1.87 2.83 -1.09 -0.7161
O 11.229041 -3.953264 -7.519066 2.74 -3.15 1.05 -0.3458
C 12.032971 -5.126294 -7.954716 -1.01 0.47 -0.71 -0.7439
N 9.607721 -3.289494 -5.380976 0.32 0.57 -0.49 -0.6582
H 10.546361 -1.380074 -4.095486 0.35 0.14 0.72 0.3990
H 12.178361 -1.188134 -4.773126 0.03 0.02 0.07 0.4032
H 11.834521 -2.644874 -3.833846 -0.19 0.05 0.28 0.3417
H 10.654581 -1.873014 -6.534546 -0.24 0.22 0.19 0.4032
H 12.095761 -4.284914 -5.473756 -0.15 -0.78 -0.55 0.3763
H 12.765771 -2.986784 -6.518736 0.45 -0.29 0.00 0.3701
H 11.552001 -5.654924 -8.777696 -0.32 0.48 -0.17 0.2879
H 12.146001 -5.905444 -7.200886 -0.05 0.38 0.50 0.3020
H 13.016821 -4.817384 -8.307856 0.06 0.20 0.17 0.2990
H 9.528531 -3.884034 -6.193606 -0.71 -0.42 -0.08 0.3354
H 9.822771 -3.905764 -4.610216 -0.08 -0.22 0.31 0.2093
C 5.254481 2.902286 -5.288266 0.16 0.76 -1.33 -1.4866
C 4.254481 2.895136 -4.169286 1.82 0.77 1.22 0.6678
C 4.258631 4.227556 -3.347506 1.00 -0.52 0.43 -0.7501
O 5.563051 4.508496 -2.816166 0.82 1.07 -0.61 -0.2986
C 6.086881 5.897166 -2.800526 -0.66 -2.22 -0.76 -0.7291
N 2.936091 2.654186 -4.645586 -0.23 0.49 -0.32 -0.7089
H 5.210321 2.077576 -5.999606 -0.42 -0.52 0.34 0.4153
H 6.314521 2.972836 -5.044456 -0.24 0.23 0.54 0.2706
H 4.976051 3.751596 -5.912166 0.30 0.35 -0.19 0.3792
H 4.559531 2.117896 -3.468616 0.18 -0.16 0.38 0.1771
H 3.688301 4.015376 -2.443176 -0.78 0.29 -0.15 0.2687
H 3.870781 5.078906 -3.906846 -0.17 -0.11 -0.16 0.4327
H 6.322941 6.307006 -3.782566 -0.43 -0.27 -0.50 0.3037
H 7.076631 5.725656 -2.377336 -0.37 0.63 0.80 0.2303
H 5.346761 6.553436 -2.342666 0.51 0.09 0.58 0.3160
H 3.033171 1.881846 -5.289146 -0.83 -0.36 0.20 0.2508
H 2.394941 2.458036 -3.815656 -0.62 -0.56 -0.44 0.2585
C -0.297839 3.930366 7.332824 2.07 0.28 0.69 -1.2832
C 0.115891 3.891936 5.861844 1.59 0.67 2.37 0.6481
C 1.296001 2.930486 5.532504 -1.59 0.46 -0.82 -1.0894
O 1.527001 3.138196 4.110364 0.23 0.12 -0.27 -0.2746
C 2.743901 3.761146 3.691554 0.76 -1.33 0.81 -0.7635
N -1.066449 3.551486 5.162964 0.09 -0.73 -1.35 -0.6606
H -1.215739 4.481286 7.537874 -0.21 -0.59 -0.29 0.3456
H 0.453581 4.434406 7.940604 0.32 0.38 0.01 0.3317
H -0.211349 2.920396 7.733554 -1.00 -0.19 0.01 0.2962
H 0.583351 4.829086 5.559634 -0.42 0.65 -0.03 0.2024
H 0.893291 1.921726 5.623774 0.32 -0.33 0.03 0.4042
H 2.146741 3.057326 6.202014 0.20 0.20 -0.31 0.4484
H 2.954721 3.823746 2.623974 -1.50 0.36 -0.35 0.2563
H 3.524381 3.023776 3.879284 0.58 0.26 0.93 0.3130
H 2.935281 4.721596 4.170114 0.00 -0.04 0.07 0.2904
H -1.443679 4.410506 4.788944 -0.37 -0.17 -0.39 0.2433
H -0.636829 3.024126 4.416364 -1.08 -0.03 -1.13 0.2919
C -2.078429 -6.734734 5.971144 -0.25 -2.29 -0.22 -1.3795
C -1.347269 -5.503814 6.019394 2.85 1.79 -1.33 0.5513
C 0.178421 -5.682014 5.543984 -0.80 1.74 -0.80 -0.8919
O 1.066901 -6.104494 6.529184 -0.83 -1.03 1.54 -0.3331
C 2.277481 -6.654604 6.111474 0.53 0.79 -0.78 -0.7277
N -2.031269 -4.497144 5.166234 0.54 0.61 1.47 -0.7162
H -2.185869 -7.014314 4.923104 -0.14 -0.36 -0.03 0.3213
H -3.070899 -6.629754 6.409424 0.07 -0.34 0.20 0.3812
H -1.423479 -7.454274 6.462464 -0.64 -0.68 0.25 0.3229
H -1.284619 -5.178984 7.057974 -0.04 0.62 -0.09 0.3041
H 0.560911 -4.717414 5.210304 -0.38 0.71 0.14 0.4296
H 0.243411 -6.201264 4.587814 -0.20 -1.12 0.10 0.3761
H 2.733601 -5.966054 5.400164 0.14 0.01 -0.53 0.3072
H 2.177681 -7.629424 5.634114 -0.08 -0.18 0.09 0.2952
H 3.013521 -6.667404 6.915324 -0.50 -0.32 0.38 0.2518
H -2.928209 -4.455674 5.628704 -0.47 0.54 -0.39 0.2520
H -2.203939 -4.781764 4.212674 0.19 -0.50 -0.01 0.2573
C -4.904999 5.763896 -7.923286 -0.01 -0.66 1.38 -1.6252
C -6.005419 5.768906 -6.807726 2.28 -0.57 -1.33 0.7609
C -5.559139 5.325146 -5.404796 -1.78 1.02 -0.26 -0.8625
O -5.079269 4.039916 -5.372906 1.35 -1.46 -0.02 -0.2681
C -3.666309 3.918836 -5.351226 0.38 0.39 -0.34 -0.7065
N -6.539589 7.094526 -6.820956 -0.18 -0.12 0.72 -0.7415
H -4.047499 6.388136 -7.672066 0.12 -0.15 0.34 0.3287
H -5.246909 6.177906 -8.871856 -0.43 -0.38 -0.06 0.4906
H -4.627909 4.712446 -7.999316 0.44 0.14 -0.58 0.3389
H -6.746509 5.058276 -7.173636 -0.15 -0.45 0.22 0.2102
H -6.474169 5.269756 -4.815096 -0.42 0.13 0.07 0.3014
H -5.014809 6.104506 -4.871486 0.87 -0.07 -0.27 0.3927
H -3.320659 2.931356 -5.657006 -0.56 -0.23 0.25 0.2341
H -3.256299 4.158786 -4.370196 -0.06 -0.06 0.20 0.2956
H -3.184589 4.583996 -6.067896 -0.11 0.32 -0.08 0.2937
H -6.625059 7.200196 -7.821776 -1.00 0.98 0.08 0.2759
H -7.422259 6.920156 -6.362066 -0.75 1.15 -0.33 0.2793
C -10.099389 -1.157494 -4.242876 2.40 0.74 0.03 -1.2911
C -9.638569 -0.013714 -5.172476 -1.25 -0.08 0.37 0.5154
C -9.502519 -0.452014 -6.624876 -1.31 0.41 -0.14 -0.8673
O -8.402239 -1.219174 -6.981856 1.26 -0.14 0.51 -0.3426
C -7.135499 -0.584154 -6.907916 0.37 0.01 -0.55 -0.7256
N -10.661219 1.051426 -5.001326 1.10 0.18 -0.86 -0.7357
H -9.355939 -1.937504 -4.407116 -0.76 -0.93 -0.07 0.3405
H -11.167819 -1.351124 -4.338046 0.32 -0.48 -0.28 0.3514
H -9.875979 -0.838994 -3.224676 -0.38 0.05 0.24 0.3923
H -8.691399 0.450016 -4.896956 0.11 -0.27 0.40 0.2265
H -9.607899 0.443876 -7.236746 0.27 0.27 -0.26 0.4021
H -10.340879 -1.097384 -6.887086 -0.30 0.02 0.05 0.2983
H -6.746949 -0.325024 -5.923046 -0.43 -0.24 0.41 0.2808
H -7.083329 0.338456 -7.485996 -0.38 0.22 -0.20 0.3270
H -6.408399 -1.254744 -7.365886 -0.15 -0.17 0.07 0.2782
H -11.557179 0.654816 -5.246396 -0.28 0.08 0.20 0.2722
H -10.625399 1.216166 -4.005496 -0.59 0.32 0.09 0.2783
C -6.793139 0.389436 8.164214 0.21 0.31 0.12 -1.4677
C -6.297049 -0.773034 7.290474 -0.11 0.48 -1.23 0.6103
C -7.353409 -1.857384 6.978194 -0.76 -0.28 2.17 -0.7455
O -6.861849 -3.177164 6.759754 0.59 0.78 -0.34 -0.2761
C -7.750929 -4.262284 6.498284 0.44 0.63 0.70 -0.7460
N -5.964479 -0.192234 6.002564 1.24 0.41 -1.38 -0.7910
H -6.036859 1.174236 8.179414 0.59 -0.29 0.20 0.3865
H -7.009539 0.144446 9.204054 -0.11 -0.22 -0.11 0.3763
H -7.596289 0.996086 7.745854 -0.59 -0.72 -0.24 0.3472
H -5.346819 -1.154254 7.664404 -0.44 -0.66 0.85 0.3027
H -8.097369 -1.543424 6.246044 0.43 0.22 -0.49 0.3296
H -7.892919 -1.835764 7.925064 -0.61 -0.63 0.30 0.3377
H -7.911679 -4.422294 5.432144 0.21 -0.07 -0.08 0.2651
H -8.729879 -4.173034 6.969234 -0.09 0.34 0.18 0.3337
H -7.231469 -5.079504 6.998714 -0.27 -0.41 -0.49 0.2439
H -5.264629 0.529906 6.096334 -0.28 1.06 0.59 0.2401
H -5.298649 -0.828334 5.587634 -0.42 -0.95 -0.76 0.2514
C -0.846209 -2.588144 -7.446456 -0.23 0.85 0.53 -1.4713
C 0.058981 -2.192664 -8.604836 -1.62 -1.16 -0.43 0.6203
C -0.463389 -0.898384 -9.376786 0.08 -0.63 0.17 -0.5762
O -1.446339 -1.271034 -10.369876 0.50 0.54 0.52 -0.3284
C -2.104209 -0.174694 -11.037366 0.44 -0.73 0.47 -0.7000
N 1.417761 -2.113514 -8.155606 0.90 1.95 -0.42 -0.6774
H -1.882009 -2.786174 -7.722116 0.09 0.05 -0.29 0.3173
H -0.847579 -1.747214 -6.752956 -0.14 0.06 0.25 0.3468
H -0.492839 -3.443414 -6.870486 0.23 -0.14 -0.27 0.3740
H -0.000159 -3.037234 -9.291346 -0.40 0.14 -0.73 0.1658
H 0.359801 -0.346274 -9.830266 0.41 -0.32 -0.46 0.3578
H -0.862719 -0.142364 -8.700716 -0.43 -0.23 0.49 0.3159
H -2.457619 -0.598134 -11.977536 -0.01 0.23 0.03 0.2391
H -1.448849 0.677706 -11.216286 0.34 -0.11 -0.16 0.3169
H -2.948199 0.216346 -10.469166 -0.15 -0.19 0.22 0.2583
H 1.853571 -2.883154 -7.667936 -0.64 -0.25 -0.11 0.2151
H 1.944541 -1.906414 -8.992096 0.66 -0.04 0.23 0.2281
C -3.900269 8.377406 3.816854 -1.19 -0.43 2.02 -1.2454
C -3.181129 8.185666 2.560434 0.51 -1.30 -0.62 0.6905
C -3.987499 7.251726 1.573824 0.54 -0.07 1.03 -0.9574
O -4.172439 5.921136 2.085134 -0.10 0.26 -0.40 -0.2845
C -5.034449 5.020936 1.322904 1.00 1.21 0.24 -0.6979
N -3.066709 9.448966 1.902634 0.29 0.91 -1.80 -0.7521
H -4.889339 7.933056 3.705484 -0.33 0.43 0.43 0.2520
H -3.931189 9.426156 4.112274 -0.28 -0.05 -0.10 0.3721
H -3.413739 7.837406 4.629124 -0.11 -0.08 0.12 0.2325
H -2.218639 7.797796 2.893994 0.41 -0.59 -0.89 0.3387
H -3.481469 7.270756 0.608594 0.05 -0.31 -0.25 0.3220
H -4.942439 7.770676 1.490944 -0.30 -0.09 -0.27 0.4661
H -5.718639 5.591986 0.695314 -0.41 0.03 0.31 0.3058
H -5.524309 4.376426 2.052794 -0.12 0.14 -0.21 0.2200
H -4.451829 4.424286 0.621004 0.27 -0.15 0.14 0.2661
H -2.820369 9.264546 0.940654 -0.21 0.07 -0.53 0.2116
H -2.271599 10.009946 2.173204 0.01 -0.02 0.80 0.2595
C -12.658189 -0.868654 2.228234 0.41 1.38 0.53 -1.3899
C -12.709669 -2.361544 2.227934 -0.42 0.15 0.06 0.7256
C -13.840739 -2.854554 1.269744 0.06 -0.55 0.83 -0.6051
O -15.175589 -2.471294 1.706234 0.95 -0.81 -0.92 -0.3202
C -15.670799 -3.105004 2.855494 -0.42 1.61 1.83 -0.8150
N -11.357549 -2.819904 1.947624 0.17 -0.51 -1.42 -0.6957
H -13.579639 -0.358464 2.508844 -0.13 -0.33 0.12 0.3194
H -12.309629 -0.377594 1.319674 -0.06 -0.52 -0.40 0.3211
H -11.897229 -0.611734 2.965134 -0.04 0.38 0.25 0.3637
H -12.887619 -2.652644 3.263164 -0.97 -0.18 0.07 0.1148
H -13.792629 -3.938184 1.162434 -0.06 -0.30 0.17 0.3424
H -13.707899 -2.475724 0.256364 -0.03 0.40 0.18 0.2866
H -15.888859 -4.163644 2.996374 0.66 -0.44 -1.13 0.3182
H -16.618329 -2.630774 3.111194 -0.32 0.12 -0.60 0.3094
H -15.100059 -2.762424 3.718624 0.54 -0.42 0.23 0.2992
H -11.241419 -3.822714 1.916314 -0.15 -0.04 0.13 0.2139
H -10.671019 -2.429424 2.577164 -0.18 0.06 0.06 0.2123
C -0.683849 -7.714074 -1.031196 0.89 -0.58 -0.32 -0.8318
C -0.707219 -9.189424 -1.491856 -0.61 1.53 1.42 -0.3326
O -1.888079 -9.411524 -2.187846 -0.54 -0.53 -1.39 -0.4963
H -0.906749 -6.980634 -1.806116 -0.50 -0.27 -0.25 0.3056
H 0.357581 -7.473454 -0.817586 -0.05 0.13 0.89 0.2898
H -1.384769 -7.641464 -0.199606 0.32 0.52 0.01 0.2372
H -0.901479 -9.759374 -0.583266 0.94 -0.38 -0.02 0.2326
H 0.220591 -9.438034 -2.007076 -0.11 -0.42 -0.13 0.2907
H -1.806449 -8.924844 -3.011306 -0.33 0.01 -0.22 0.3052
C 10.749311 1.794726 1.328694 -0.57 -1.08 -0.77 -1.0108
C 9.851781 2.593206 0.398234 -0.40 0.87 -0.65 -0.1721
O 8.537481 1.986266 0.150304 1.25 -0.34 1.38 -0.5068
H 10.337661 1.794216 2.337964 -0.06 -0.33 -0.09 0.2398
H 11.786151 2.123146 1.400834 -0.19 0.60 -0.28 0.3540
H 10.818401 0.800836 0.886524 -0.09 -0.40 0.56 0.2721
H 10.273491 2.756656 -0.593506 0.49 -0.15 0.07 0.2868
H 9.838641 3.570446 0.880844 -0.91 0.37 -0.20 0.2566
H 7.942401 2.514076 -0.387196 0.45 0.46 -0.04 0.2787
```
Positions in Å, forces in eV/Å.

Its LUMO energy is 0.25 eV. The orbital gap comes out at 8.88 eV. The HOMO energy is -8.63 eV.